1.
This record from OMol25 describes the ion C6H6N3 with charge +1 at a distorted geometry. The level of theory is ωB97M-V/def2-TZVPD.

```
15
Properties=species:S:1:pos:R:3
N -4.446 -0.432 -0.202
N -2.119 0.052 -0.093
N -0.674 -2.539 0.487
C -3.347 -0.110 -0.089
C 1.629 0.699 -0.206
C -0.962 0.703 -0.093
C 0.561 -2.803 0.183
C 0.263 0.012 -0.052
C 0.195 -1.473 0.157
H -5.372 -0.072 -0.154
H 1.700 1.013 -1.202
H 1.307 -3.649 0.216
H -0.891 1.766 0.142
H 1.612 1.691 0.339
H 2.265 0.140 0.297
```

The value obtained for the HOMO energy (spin up / spin down) is -0.4847 / -0.4847 Eh. For the calculated total energy, the calculation gives -396.073763 a.u. For the HOMO-LUMO gap (spin up / spin down), the calculation gives 7.95 / 7.95 eV. As for the total charge: +1. The structure (SMILES) is CC(/C=N/C#[NH+])=C1C=N\1. The value obtained for the energy relative to the best compared isomer or geometry (same formula, charge and spin) is 380.3 kJ/mol.

=====

2.
This record from OMol25 describes a cluster of 2 separate species, C6H6N3OP in total at a distorted geometry. The level of theory is ωB97M-V/def2-TZVPD.

```
17
Properties=species:S:1:pos:R:3
P -0.160 0.209 0.184
O -0.395 0.146 1.628
N 3.219 -1.194 0.360
N -1.324 2.771 0.172
N -2.082 -1.564 -0.227
C -0.733 -1.309 -0.730
C -1.066 1.556 -0.688
C -2.279 2.031 0.033
C 2.750 0.063 -0.332
C 2.857 -0.184 1.075
C -1.162 -2.408 -0.028
H -0.525 -1.190 -1.849
H 2.746 0.127 2.086
H -3.327 1.752 0.409
H -0.946 -3.351 0.579
H 3.397 0.808 -0.889
H -0.968 1.737 -1.782
```

The value obtained for the HOMO energy (spin up / spin down) is -0.3042 / -0.2825 Eh. For the calculated total energy, the calculation gives -812.750818 a.u. For the HOMO-LUMO gap (spin up / spin down), the calculation gives 7.79 / 7.71 eV. As for the total charge: 0. The value obtained for the energy relative to the best compared isomer or geometry (same formula, charge and spin) is 817.8 kJ/mol.

=====

3.
This record from OMol25 describes the molecule C6H6N4O at a distorted geometry. The level of theory is ωB97M-V/def2-TZVPD.

```
17
Properties=species:S:1:pos:R:3
O -0.587 -2.249 1.627
N 0.997 -0.939 -2.343
N 0.405 -1.441 -0.191
N 1.565 -2.243 -1.941
N -0.120 0.762 -1.097
C -0.724 2.392 0.699
C -0.717 0.126 1.259
C -0.447 1.033 0.249
C 1.061 -2.554 -0.759
C 0.240 -0.550 -1.285
C -0.371 -1.257 0.944
H -1.095 0.427 2.200
H 1.578 -3.514 -0.138
H 0.357 1.540 -1.723
H -1.475 3.177 0.030
H -0.954 2.361 1.774
H 0.288 2.930 0.695
```

The value obtained for the HOMO energy is -0.3380 Eh. For the calculated total energy, the calculation gives -526.418373 a.u. For the HOMO-LUMO gap, the calculation gives 9.38 eV. As for the total charge: 0. The structure (SMILES) is Cc1cc(=O)n2cnnc2[nH]1. The value obtained for the energy relative to the best compared isomer or geometry (same formula, charge and spin) is 283.9 kJ/mol.

=====

4.
This record from OMol25 describes the molecule C6H6N4O2 at a distorted geometry. The level of theory is ωB97M-V/def2-TZVPD.

```
18
Properties=species:S:1:pos:R:3
O -3.381 0.275 -0.326
O 0.808 -1.044 0.290
N -0.464 1.131 1.069
N -2.588 0.899 0.491
N 0.766 -0.654 -1.952
N -2.759 -0.422 -1.223
C 1.396 -0.360 1.359
C -1.468 -0.315 -0.988
C 1.366 -0.656 -0.889
C -0.593 -0.791 -1.973
C 0.890 1.117 1.252
C -1.309 0.504 0.250
H 0.876 -0.823 2.255
H 1.386 1.875 0.517
H 2.394 -0.360 -0.806
H -1.020 -1.279 -2.915
H 2.478 -0.578 1.341
H 1.222 1.480 2.249
```

The value obtained for the HOMO energy (spin up / spin down) is -0.2944 / -0.3347 Eh. For the calculated total energy, the calculation gives -601.505665 a.u. For the HOMO-LUMO gap (spin up / spin down), the calculation gives 6.55 / 8.20 eV. As for the total charge: 0. The value obtained for the energy relative to the best compared isomer or geometry (same formula, charge and spin) is 702.5 kJ/mol.

=====

> Number 1 is which compound?

C6H6N3